A molecular structure, C52H50F2GeN5V, computed with ωB97M-V with the def2-TZVPD basis set.

XYZ file:
```
111
Properties=species:S:1:pos:R:3:mulliken_spin:R:1
V -1.4018 0.0346 -0.3351 1.357
C 4.6310 1.5234 -0.2285 0.000
C 5.1223 1.2487 1.1915 0.000
C 4.7372 2.3887 2.1374 0.000
C 4.7359 -0.1358 1.6876 -0.002
C 5.7660 -1.0328 1.9544 0.001
C 5.5089 -2.3445 2.3189 -0.001
C 4.2022 -2.7854 2.4113 0.001
C 3.1402 -1.9189 2.1696 0.002
C 1.7204 -2.4356 2.2569 -0.003
C 1.3866 -2.9196 3.6690 0.000
C 1.4598 -3.5301 1.2219 -0.001
C 3.4155 -0.5929 1.8262 -0.001
N 2.3154 0.2866 1.5932 0.001
C 1.6487 0.8535 2.6401 0.011
C 2.1141 0.8206 3.9630 0.002
C 1.4421 1.4737 4.9838 -0.001
C 0.2733 2.1801 4.7406 0.000
C -0.2341 2.1965 3.4470 -0.003
C 0.4461 1.5340 2.4549 -0.003
F -0.1384 1.4805 1.2145 0.007
H 5.0479 2.4630 -0.5958 0.000
H 3.5469 1.6017 -0.2590 -0.001
H 4.9230 0.7320 -0.9201 0.001
H 6.2172 1.2324 1.1483 0.000
H 3.6760 2.6194 2.0722 0.000
H 5.2878 3.2918 1.8665 0.000
H 4.9689 2.1499 3.1762 0.000
H 6.7907 -0.6977 1.8427 0.000
H 6.3293 -3.0271 2.5021 0.000
H 3.9976 -3.8189 2.6615 0.000
H 1.0500 -1.6080 2.0210 0.010
H 1.9901 -3.7888 3.9397 0.000
H 0.3354 -3.2077 3.7271 0.000
H 1.5655 -2.1382 4.4094 0.000
H 2.0768 -4.4108 1.4144 0.000
H 1.6725 -3.1811 0.2096 0.000
H 0.4134 -3.8395 1.2606 0.000
H 3.0314 0.2862 4.1684 0.000
H 1.8457 1.4290 5.9871 0.000
H -0.2456 2.6945 5.5365 0.000
H -1.1623 2.6915 3.1955 0.001
N -2.1775 -3.1367 -0.2641 0.005
C -2.1198 -2.6547 1.0006 0.020
C -2.8268 -3.3663 2.0010 -0.005
C -2.7856 -2.9334 3.2971 0.002
C -2.0453 -1.7872 3.6109 -0.001
C -1.4080 -1.1475 2.5798 -0.007
N -1.4205 -1.5541 1.2966 0.020
C -1.5770 -2.7133 -1.4739 -0.009
C -1.3521 -3.6872 -2.3954 0.008
C -0.9001 -3.2874 -3.7104 -0.006
C -0.5107 -2.0247 -3.9008 0.013
C -0.4848 -1.0275 -2.8082 0.011
N -1.3384 -1.3946 -1.6348 -0.063
H -2.6475 -4.0207 -0.3554 0.000
H -3.4021 -4.2381 1.7159 0.000
H -3.3277 -3.4707 4.0648 0.000
H -1.9787 -1.3961 4.6150 0.000
H -0.8470 -0.2486 2.7836 -0.011
H -1.5557 -4.7213 -2.1550 0.002
H -0.8663 -4.0158 -4.5115 -0.001
H -0.1891 -1.6838 -4.8791 -0.002
H -0.7781 -0.0457 -3.1722 0.001
F -1.6996 5.1311 -3.9577 0.000
C -1.5918 4.0195 -3.1743 0.010
C -2.4363 2.9523 -3.4099 -0.003
C -2.3170 1.8307 -2.6029 -0.003
C -1.3743 1.7258 -1.5681 -0.062
C -0.5540 2.8420 -1.3904 0.016
C -0.6501 3.9908 -2.1750 -0.006
H -3.1668 3.0089 -4.2069 0.000
H -2.9886 0.9970 -2.7907 0.003
H 0.2085 2.8378 -0.6203 0.004
H 0.0082 4.8382 -2.0295 0.000
Ge 1.3138 -0.5388 -1.9124 -0.032
C 2.6467 -2.0108 -2.3002 0.002
C 3.6961 -2.1796 -1.3931 0.001
C 4.7165 -3.1018 -1.5905 0.000
C 4.7136 -3.9023 -2.7223 0.000
C 3.6851 -3.7599 -3.6417 0.000
C 2.6751 -2.8295 -3.4332 -0.002
C 1.9970 0.7837 -3.2834 -0.002
C 2.1512 0.4357 -4.6274 0.001
C 2.5733 1.3496 -5.5823 0.000
C 2.8667 2.6552 -5.2149 0.000
C 2.7311 3.0272 -3.8862 0.000
C 2.2999 2.1011 -2.9456 0.004
H 1.8444 0.1992 0.6844 -0.006
H 3.7247 -1.5699 -0.4982 -0.001
H 5.5090 -3.1923 -0.8566 0.000
H 5.5034 -4.6255 -2.8887 0.000
H 3.6675 -4.3772 -4.5333 0.000
H 1.8860 -2.7595 -4.1689 0.000
H 1.9483 -0.5823 -4.9436 0.000
H 2.6748 1.0410 -6.6169 0.000
H 3.1928 3.3742 -5.9567 0.000
H 2.9496 4.0447 -3.5826 0.000
H 2.1864 2.4235 -1.9182 0.001
N -2.9932 0.2868 0.0586 -0.236
C -4.3535 0.1684 0.0883 0.030
C -5.1269 0.9373 0.9669 -0.043
C -6.5020 0.7818 1.0046 0.025
C -7.1323 -0.1330 0.1695 -0.041
C -6.3702 -0.8924 -0.7120 0.022
C -4.9952 -0.7477 -0.7569 -0.038
H -4.6262 1.6506 1.6085 -0.001
H -7.0883 1.3830 1.6891 0.001
H -8.2081 -0.2488 0.2007 -0.003
H -6.8533 -1.6024 -1.3724 0.001
H -4.3863 -1.3279 -1.4403 0.002
```

E_tot: -5505.988792 Eh
multiplicity: 2
total charge: -1
LUMO energy (spin up / spin down): 2.3 / 2.3 eV

A molecular structure, C52H51N2OsP4S, computed with ωB97M-V with the def2-TZVPD basis set.

XYZ file:
```
111
Properties=species:S:1:pos:R:3:mulliken_spin:R:1
Os 0.4518 -0.8788 -0.1105 1.692
C -8.3123 -0.3676 0.7776 -0.035
S -7.6264 1.3275 0.7681 0.926
C -5.9803 1.0526 1.4730 -0.028
C -5.0868 0.2768 0.4579 0.084
C -3.6784 0.5894 0.9252 -0.002
N -2.4169 0.2008 0.2420 0.051
P -1.8434 -1.3735 -0.0038 -0.223
C -2.4412 -2.6642 1.0885 0.000
C -2.6317 -2.4635 2.4479 0.003
C -2.6463 -3.4921 3.3506 0.001
C -2.4490 -4.7744 2.8495 0.000
C -2.2771 -5.0581 1.4960 0.004
C -2.2139 -3.9502 0.6471 -0.011
C -1.7297 -1.9450 -1.7952 0.089
C -2.5608 -2.2211 -2.9131 -0.013
C -2.0967 -2.3365 -4.2062 0.022
C -0.7828 -2.1468 -4.3360 -0.012
C 0.1012 -2.1963 -3.2257 0.034
C -0.3960 -1.8657 -1.9913 -0.044
P -1.2587 1.2587 -0.5558 0.204
C -0.8457 2.6825 0.4432 -0.012
C -1.3905 3.2530 1.5701 -0.018
C -0.8375 4.4592 1.9977 -0.001
C 0.2379 5.0121 1.3363 0.004
C 0.8415 4.4028 0.2680 0.004
C 0.2748 3.2487 -0.2170 0.012
C -2.1058 1.7546 -2.0351 0.020
C -3.2547 1.0825 -2.5043 -0.009
C -3.9425 1.4850 -3.6194 -0.006
C -3.4621 2.5903 -4.3407 0.014
C -2.2566 3.2514 -3.9698 -0.008
C -1.6559 2.8594 -2.7951 0.003
H -9.0820 -0.4600 1.5002 0.036
H -7.4925 -1.0242 1.0686 0.000
H -8.6226 -0.6999 -0.2145 0.023
H -6.1004 0.5548 2.4143 0.019
H -5.5573 2.0444 1.6300 -0.006
H -5.3912 0.5493 -0.5579 -0.039
H -5.3915 -0.8074 0.5061 0.003
H -3.5896 0.1602 1.9626 0.007
H -3.5680 1.6788 1.0523 0.002
H -2.7224 -1.4741 2.9303 0.001
H -2.9130 -3.2535 4.3990 0.000
H -2.3648 -5.6265 3.5158 0.000
H -2.0374 -6.0637 1.1423 0.000
H -1.9392 -4.1412 -0.3517 -0.007
H -3.5919 -2.7020 -2.8077 0.001
H -2.6023 -2.9077 -5.0253 0.000
H -0.3479 -2.2451 -5.2966 -0.001
H 1.1604 -1.8323 -3.5484 0.001
H 2.7051 -2.6850 -1.8341 0.015
H -2.1450 2.7610 2.1230 0.001
H -1.3643 4.9475 2.8385 0.000
H 0.6838 5.9268 1.7486 0.000
H 1.6608 4.9364 -0.2149 0.001
H 0.6550 2.7781 -1.0851 0.000
H -3.5852 0.1905 -1.9958 0.006
H -4.7360 0.9246 -4.0337 0.000
H -3.9185 2.8678 -5.2694 0.001
H -1.8320 4.0279 -4.5717 0.000
H -0.7719 3.3850 -2.5286 0.003
N 3.3600 -0.0104 0.6727 -0.010
P 1.8541 -0.5274 1.7420 0.165
C 2.2672 0.7032 3.0415 0.008
C 2.2114 2.0420 2.8533 0.007
C 2.6066 2.8223 3.9022 0.001
C 2.8963 2.2569 5.1528 -0.001
C 2.7542 0.8717 5.3300 0.001
C 2.5624 0.0942 4.2105 0.001
C 2.6582 -2.0287 2.2864 0.003
C 1.7983 -3.1125 2.5279 0.007
C 2.4452 -4.3166 2.6386 -0.009
C 3.8033 -4.4562 2.4214 0.002
C 4.7242 -3.3833 2.3226 0.005
C 4.1095 -2.1465 2.2220 0.012
P 2.7213 0.1740 -0.9933 -0.038
C 3.7947 -0.9478 -1.8542 -0.010
C 4.9126 -0.2545 -2.5305 -0.002
C 6.0238 -0.9523 -3.0269 0.001
C 6.0392 -2.3071 -2.8878 0.000
C 4.7937 -2.8764 -2.5330 0.007
C 3.5485 -2.2428 -2.1493 0.027
C 3.2590 1.8617 -1.4653 0.006
C 2.7535 2.5754 -2.5736 0.004
C 2.9672 3.9510 -2.5705 0.001
C 3.7718 4.5876 -1.5958 -0.001
C 4.4064 3.8503 -0.6238 0.000
C 4.0921 2.5134 -0.5388 0.003
H 4.0245 0.6903 0.9417 0.002
H 2.0447 2.4134 1.8425 0.000
H 2.7222 3.8867 3.7566 0.000
H 3.2159 2.8591 5.9837 0.000
H 2.9967 0.4345 6.2688 0.000
H 2.6132 -0.9725 4.2950 0.003
H 0.7171 -3.0318 2.6768 -0.008
H 1.9970 -5.2336 2.9000 0.000
H 4.1611 -5.4528 2.4326 0.000
H 5.7277 -3.6587 2.2301 0.000
H 4.7106 -1.2518 2.1634 -0.001
H 5.0281 0.8784 -2.6604 0.000
H 7.0339 -0.3821 -2.9082 0.000
H 6.8602 -2.9690 -2.9905 0.000
H 4.7707 -4.0078 -2.2248 0.000
H -13.0235 -5.2030 -6.0211 1.000
H 2.2318 2.0222 -3.3950 -0.001
H 2.5481 4.4870 -3.4206 0.000
H 3.9334 5.6725 -1.6525 0.000
H 5.0934 4.1812 0.1286 0.000
H 4.6141 1.8832 0.1350 0.000
H 3.9190 -0.8506 0.5210 0.001
```

E_tot: -3974.632134 Eh
multiplicity: 5
total charge: +3
LUMO energy (spin up / spin down): -7.0 / -11.4 eV